[1]
Molecular formula: C20H33F12O9PS
Method: DFT, ωB97M-V with the def2-TZVPD basis set

```
76
Properties=species:S:1:pos:R:3:lowdin_charge:R:1
S 0.037 1.928 1.124 0.3779
P -1.477 2.944 2.324 0.5437
F 0.285 8.108 -4.804 0.1716
F 2.959 -0.020 -2.440 0.1723
F 1.567 7.418 -3.229 0.1729
F -3.971 -1.487 1.175 0.1779
F -0.551 7.513 -2.927 0.1662
F 2.088 -0.607 -0.576 0.1669
F 1.915 -7.230 3.966 0.1745
F 4.218 -0.599 -0.802 0.1734
F -2.772 -1.421 -0.593 0.1734
F 3.161 -6.259 5.415 0.1715
F -2.391 -0.042 1.014 0.1003
F 1.615 -7.609 6.053 0.1719
O 2.356 -3.177 -1.396 0.1695
O 3.872 -2.509 -2.902 0.0384
O -0.418 4.931 -3.866 0.1684
O -2.695 3.549 3.438 -0.3891
O -0.584 -2.229 0.733 0.0352
O 0.784 -5.088 6.489 0.0365
O -1.996 -2.986 2.300 0.1736
O 0.407 -4.998 4.287 0.1716
O 1.077 5.611 -5.384 0.0348
C -0.156 4.043 -6.789 -0.0608
C -2.166 5.491 -1.022 -0.1065
C -1.552 -4.380 6.564 -0.0574
C -1.750 -2.291 1.363 -0.4004
C 0.453 -3.088 1.240 -0.1951
C 0.238 -4.528 0.822 -0.0592
C 0.272 5.781 -4.340 -0.3894
C 1.912 -6.660 5.164 -0.5601
C -2.327 3.870 0.907 -0.4962
C 3.030 -2.326 -1.890 -0.3854
C 3.069 -0.876 -1.423 -0.5586
C 0.387 7.214 -3.819 -0.5524
C 2.741 -4.181 -4.275 -0.0600
C 3.945 -3.850 -3.417 -0.1958
C 0.936 -5.491 5.232 -0.3968
C -2.732 -1.309 0.736 -0.5494
C -0.098 -3.968 6.679 -0.1936
C 1.084 4.292 -5.955 -0.1958
C -1.390 4.343 -0.246 -0.2875
C -3.576 3.070 0.382 -0.0800
H 4.849 -3.893 -4.022 0.1253
H 2.632 -3.448 -5.076 0.0844
H -3.819 3.349 -0.654 0.0795
H -2.744 4.787 1.360 0.0947
H 0.528 -2.989 2.324 0.1180
H 1.066 -5.151 1.157 0.0829
H 0.099 -3.594 7.682 0.1246
H 1.386 -2.721 0.815 0.0973
H 0.152 -3.168 5.980 0.1267
H -1.581 6.423 -1.036 0.0554
H -2.336 4.284 3.930 0.0054
H 1.968 4.242 -6.589 0.1252
H 0.154 -4.598 -0.264 0.0769
H -4.433 3.392 1.003 0.0824
H 1.219 2.498 1.503 -0.1901
H -3.145 5.697 -0.552 0.0701
H 4.069 -4.561 -2.599 0.1272
H -0.260 4.812 -7.556 0.0843
H 1.819 -4.158 -3.693 0.0747
H -1.774 -5.189 7.262 0.0837
H -0.684 -4.930 1.242 0.0752
H 2.843 -5.174 -4.712 0.0836
H -3.446 2.000 0.518 0.0429
H -1.783 -4.748 5.564 0.0756
H -1.059 4.075 -6.179 0.0749
H -1.183 3.572 -0.998 0.0828
H -2.207 -3.536 6.776 0.0847
H -0.494 3.568 3.137 0.0128
H -0.485 4.797 0.186 0.0910
H 1.204 3.542 -5.172 0.1273
H -2.312 5.202 -2.075 0.0572
H -1.945 1.652 2.696 0.0075
H -0.104 3.066 -7.270 0.0831
```

Summary:
- E_LUMO: 0.5 eV
- SMILES: CC[C@@H](C)[PH2](O)S.CCOC(=O)C(F)(F)F.CCOC(=O)C(F)(F)F.CCOC(=O)C(F)(F)F.CCOC(=O)C(F)(F)F
- HOMO energy: -0.3156 Ha
- Spin multiplicity: 1


[2]
Molecular formula: C5H12O3
Method: DFT, ωB97M-V with the def2-TZVPD basis set

```
20
Properties=species:S:1:pos:R:3:nbo_charge:R:1
O -3.217 0.335 0.242 -0.4615
O -2.127 0.973 -0.237 -0.3723
O -1.485 -1.325 0.589 -0.7133
C 1.180 -0.903 1.122 -0.5995
C 0.956 1.322 -0.089 -0.6259
C 0.252 0.266 0.685 -0.3071
C -0.901 -0.357 -0.053 0.6042
C -0.757 -0.537 -1.640 -0.6732
H 0.311 -0.929 -1.795 0.2115
H 0.666 -1.810 1.152 0.2220
H -3.218 0.388 1.196 0.4569
H 1.138 1.072 -1.138 0.2105
H 1.588 -0.573 2.071 0.2152
H -0.071 0.691 1.667 0.2181
H 1.984 -1.074 0.346 0.1978
H 0.124 2.101 -0.266 0.2341
H 1.988 1.656 0.288 0.2279
H -1.550 -1.144 -1.890 0.2110
H -0.856 0.458 -2.189 0.2378
H -2.483 -1.218 0.177 0.5061
```

Summary:
- Energy above the lowest of the compared OMol25 structures with the same formula, charge and spin: 517.89 kJ/mol
- E_LUMO: 0.8 eV
- HOMO energy: -0.3481 Ha
- Spin multiplicity: 1


[3]
Molecular formula: C49H96N5O21
Method: DFT, ωB97M-V with the def2-TZVPD basis set

```
171
Properties=species:S:1:pos:R:3:lowdin_charge:R:1
O -0.773 -0.095 -7.606 0.0399
O 0.542 0.930 7.559 0.1612
O 2.164 4.370 -1.148 -0.0769
O -2.889 -5.876 -2.307 -0.0692
O 5.471 -0.257 3.298 -0.0033
O 0.368 4.442 0.217 -0.0679
O 0.407 -1.459 -2.821 0.1696
O -3.203 -4.335 -0.826 -0.0418
O 1.425 0.454 -7.137 -0.0537
O -5.142 2.950 2.393 -0.0291
O 3.756 -1.120 2.193 -0.0644
O 0.132 -4.026 2.961 -0.0515
O -0.274 -2.705 4.645 0.0479
O 0.104 -4.903 4.931 -0.0352
O -1.307 -4.302 -2.035 0.0551
O -8.633 -1.099 -2.769 0.1499
O -3.491 1.648 1.566 0.0069
O 1.050 6.268 -0.521 0.0578
O 5.534 -1.300 1.189 0.0594
O 0.062 -0.552 -5.672 -0.0614
O -2.897 3.098 2.887 0.0625
N 4.066 -4.975 3.080 -0.2398
N -7.943 -0.262 -2.050 0.0517
N 0.998 1.370 6.398 0.0927
N 2.771 3.568 -6.046 -0.2551
N 0.275 -0.544 -1.841 0.1196
C 1.310 -0.675 -0.727 -0.4024
C 1.340 4.003 -5.979 -0.1193
C 1.194 4.961 -0.592 -0.8698
C -6.256 1.527 -1.948 -0.0817
C 5.531 -4.590 2.816 -0.0497
C -1.067 0.145 -1.596 -0.4067
C 2.371 -0.516 5.531 0.0455
C -3.949 2.595 2.243 -0.8393
C -6.441 1.448 -0.375 -0.1504
C -1.135 2.660 6.077 -0.0042
C -0.083 1.709 5.385 -0.3497
C 2.947 1.919 4.998 -0.1342
C 2.709 -5.276 -0.617 -0.0624
C -7.857 1.216 0.001 -0.1398
C 4.944 -3.697 5.085 -0.1257
C -0.882 1.329 -0.698 -0.1441
C 3.272 -4.632 1.814 -0.1367
C 3.204 3.140 -7.487 -0.0277
C 2.383 0.986 6.076 -0.4221
C -1.959 -0.882 -0.937 0.0060
C 0.308 0.028 -6.767 -0.8264
C 2.700 -0.802 -1.354 -0.0028
C -8.319 -1.215 0.179 -0.0054
C 0.000 1.155 0.541 -0.1461
C -10.083 0.318 -1.014 0.0053
C -1.548 0.741 -2.977 0.0016
C 3.694 -6.327 3.435 -0.0257
C 3.644 4.693 -5.644 -0.1461
C 0.711 -1.809 0.096 0.0208
C 1.987 1.987 3.842 -0.1713
C 0.735 4.231 -4.545 -0.2114
C 1.375 0.665 0.022 -0.0988
C 3.455 -5.622 0.695 -0.2312
C -8.533 0.012 -0.694 -0.3948
C 2.923 2.408 -5.060 0.0438
C 0.032 -3.927 4.193 -0.9251
C 0.591 2.499 4.198 -0.0876
C 6.056 -4.482 4.286 -0.1103
C -0.712 3.817 -4.416 -0.0994
C 3.314 1.220 7.271 -0.0210
C -0.734 0.389 4.796 0.0307
C 4.998 -0.875 2.339 -0.8333
C -6.667 0.258 -4.093 -0.0238
C 3.691 -3.956 4.247 -0.0540
C 4.710 3.557 -7.558 -0.1148
C -6.581 0.115 -2.535 -0.3946
C -5.513 -0.966 -2.101 0.0405
C 4.941 4.493 -6.356 -0.1601
C -2.493 -4.823 -1.730 -0.8781
H 3.283 2.912 5.299 0.1328
H 3.063 2.071 -7.331 0.0963
H 5.922 -5.390 2.191 0.1273
H 2.411 2.620 3.060 0.1339
H 3.881 1.431 4.714 0.1204
H 2.611 -6.446 3.468 0.1304
H 1.149 4.833 -6.659 0.1319
H -9.004 -2.025 -0.078 0.0941
H 0.543 3.528 4.556 0.1200
H 4.266 -7.166 3.041 0.1139
H -1.609 -1.089 0.074 0.0876
H -10.663 0.456 -0.103 0.0934
H 2.139 0.641 0.798 0.1185
H 3.245 -4.366 -0.896 0.0661
H -5.405 -1.764 -2.837 0.1034
H -0.328 -2.366 3.740 0.0769
H 3.296 0.333 7.908 0.0838
H 4.635 -4.010 6.082 0.1097
H -10.576 -0.421 -1.643 0.0716
H -2.901 -0.399 -0.675 0.0907
H 3.020 2.930 -4.109 0.0948
H -6.949 -0.661 -4.604 0.0820
H 2.977 -5.992 -1.393 0.0750
H -5.808 -1.379 -1.138 0.0725
H -2.749 2.312 2.297 -0.0829
H -1.404 0.550 3.951 0.0998
H -0.921 -4.984 -2.596 0.1020
H -5.753 0.657 -4.534 0.0962
H 5.721 4.135 -5.685 0.1166
H -10.104 1.231 -1.610 0.0823
H 4.563 -1.477 1.208 -0.0423
H 0.008 2.056 1.153 0.0929
H 1.768 -1.056 6.263 0.0977
H -1.224 4.526 -5.076 0.0714
H -1.062 -0.479 -6.750 0.0487
H -7.330 1.044 -4.462 0.0834
H 3.016 2.041 7.922 0.0931
H -1.191 3.925 -3.445 0.0849
H -1.858 1.463 -0.224 0.1090
H 5.331 -3.630 2.342 0.1162
H 1.991 -0.646 4.521 0.0702
H -1.418 2.339 7.080 0.0727
H 3.791 4.921 -4.589 0.1513
H -0.439 0.429 1.229 0.0965
H 4.363 1.241 6.979 0.1014
H -0.005 -2.467 -0.394 0.0890
H -5.245 1.854 -2.191 0.1208
H 3.964 -6.475 4.484 0.1018
H 6.137 -5.530 4.576 0.0990
H -5.796 0.646 -0.013 0.1145
H 3.408 -2.978 3.860 0.1128
H 2.525 3.620 -8.188 0.1322
H 1.469 -2.594 0.171 0.0800
H 2.966 -4.461 4.883 0.1239
H -1.993 -1.830 -1.474 0.0891
H -1.007 2.967 -5.033 0.0754
H 3.134 5.565 -6.057 0.1322
H -5.997 2.263 0.199 0.1066
H -7.313 -1.618 0.068 0.0850
H 3.030 -6.593 0.959 0.1040
H 5.238 -2.651 5.166 0.1002
H 0.037 2.436 3.263 0.1093
H 3.479 -3.594 1.554 0.1141
H 0.444 -1.572 1.124 0.0955
H -1.981 2.925 5.444 0.0928
H 3.820 1.821 -5.254 0.1165
H 0.024 -0.250 4.348 0.0512
H 2.663 -1.482 -2.209 0.0779
H 3.354 -0.986 5.541 0.0894
H 7.045 -4.034 4.197 0.1118
H -8.477 2.113 -0.042 0.1255
H -1.336 -0.151 5.526 0.1002
H 5.171 5.537 -6.574 0.1151
H -0.700 3.621 6.360 0.0810
H 3.197 0.040 -1.833 0.0968
H 2.072 1.730 -5.110 0.0991
H 2.240 -4.637 2.164 0.1133
H 5.327 2.662 -7.603 0.1116
H -4.462 -0.697 -2.006 0.0732
H 3.353 -1.367 -0.690 0.0783
H -2.439 1.369 -2.989 0.0851
H -6.868 2.275 -2.455 0.1145
H -0.749 2.331 -1.107 0.1208
H 4.520 -5.844 0.609 0.1030
H -7.840 1.014 1.073 0.1304
H 0.267 5.948 -0.011 0.0649
H 4.887 4.128 -8.469 0.1055
H 1.639 -5.114 -0.502 0.0848
H 1.240 3.747 -3.707 0.0825
H -1.772 0.002 -3.747 0.0780
H 1.609 1.372 -0.776 0.1195
H -8.519 -1.186 1.250 0.1062
H 0.806 3.172 -6.446 0.1220
H 2.001 1.065 3.257 0.1017
H -0.666 1.313 -3.260 0.0668
H 0.971 5.262 -4.276 0.1155
```

Summary:
- Energy above the lowest of the compared OMol25 structures with the same formula, charge and spin: 0.00 kJ/mol
- E_LUMO: -2.4 eV
- HOMO energy: -0.1659 Ha
- Spin multiplicity: 1
- Net charge: -1